Formula: C3H9S
Source: the Open Molecules 2025 dataset
Level of theory: the ωB97M-V functional and the def2-TZVPD basis

For the HOMO-LUMO gap, the calculation gives 6.407 eV. For the molecular weight, the calculation gives 77.17 g/mol. As for the total charge: -1. The energy relative to the best compared isomer or geometry (same formula, charge and spin) comes out at 47.0 kJ/mol.

The geometry in XYZ format:
```
13
C3H9S, DFT the ωB97M-V functional and the def2-TZVPD basis
S -1.62 -2.90 -1.09
H -2.62 -1.98 -1.17
C 1.02 -0.64 -0.13
C 0.85 0.78 0.36
C -0.56 1.28 0.42
H 1.88 -0.67 -0.79
H 0.97 -1.46 0.59
H 0.09 -1.03 -0.66
H 1.36 0.86 1.33
H 1.52 1.42 -0.24
H -0.61 2.35 0.66
H -1.17 0.88 1.24
H -1.12 1.13 -0.51
```